(1)
{"formula": "C9H10NO2", "method": "ωB97M-V with the def2-TZVPD basis set", "relative_energy_kj_mol": 103.7, "total_energy_ha": -553.86730, "homo_energy_ev": -12.67, "charge": 1, "homo_lumo_gap_ev": 8.55, "multiplicity": 1, "species": ["O", "O", "N", "C", "C", "C", "C", "C", "C", "C", "C", "C", "H", "H", "H", "H", "H", "H", "H", "H", "H", "H"], "positions_angstrom": [[-2.009, -0.315, 2.617], [-0.829, -1.339, -0.020], [0.412, -0.386, 1.811], [1.287, 1.387, -1.248], [-1.696, -1.393, 2.147], [-0.403, -1.579, 1.327], [-0.727, 1.202, -2.528], [0.870, 0.292, -0.508], [-1.201, 0.186, -1.746], [1.507, -0.131, 0.808], [0.541, 1.760, -2.381], [-0.362, -0.318, -0.772], [-2.321, -2.253, 2.054], [0.375, -2.353, 1.389], [2.195, 1.930, -1.089], [2.075, 0.724, 1.256], [-1.268, 1.641, -3.400], [0.857, 2.564, -3.147], [2.218, -1.029, 0.556], [-0.241, 0.462, 1.899], [0.772, -0.600, 2.746], [-2.053, -0.452, -1.771]], "forces_ev_per_a": [[0.8671, -1.7080, -0.5748], [-0.3104, -1.9529, 1.7243], [-0.1691, 0.3266, -1.0369], [-0.3771, 0.0219, -1.7873], [-0.5217, 0.5798, -0.2376], [1.0813, 3.1090, -0.4682], [-0.1675, 1.2694, -2.4815], [-0.6988, 0.0186, 1.5520], [0.8055, -1.3347, 0.9694], [2.0447, 0.6193, -0.8206], [0.0791, 0.8415, 0.1131], [1.3953, 2.0686, -0.3007], [-1.0878, -0.6220, 0.4455], [-1.1769, -0.6809, 0.1158], [0.5312, -0.0556, 0.5334], [-0.0903, -0.9319, -0.6348], [-0.0691, -0.8197, 0.9538], [-0.3329, -1.4044, 1.7016], [-1.4871, 1.3198, 1.3816], [0.9283, -1.2594, -0.0826], [0.0226, 0.1112, -0.1489], [-1.2664, 0.4836, -0.9165]], "mulliken_charge": [-0.41, -0.40, -0.29, -0.86, -0.01, -0.14, -0.44, 0.99, -0.61, -0.65, -0.50, 0.42, 0.39, 0.49, 0.39, 0.42, 0.32, 0.32, 0.29, 0.44, 0.36, 0.48]}

***

(2)
{"formula": "C4H9N3O2S", "method": "ωB97M-V with the def2-TZVPD basis set", "relative_energy_kj_mol": 431.6, "total_energy_ha": -870.58796, "homo_energy_ev": [-7.82, -7.82], "homo_lumo_gap_ev": [7.84, 7.83], "multiplicity": 1, "species": ["S", "O", "O", "N", "N", "N", "C", "C", "C", "C", "H", "H", "H", "H", "H", "H", "H", "H", "H"], "positions_angstrom": [[0.588, 2.366, -0.374], [1.933, -1.391, -1.280], [2.872, -0.101, 0.825], [-0.539, 1.352, 0.339], [-0.187, -0.767, -0.787], [1.524, -0.354, 0.691], [1.126, -0.801, -0.554], [0.707, 0.169, 1.697], [-2.352, -0.342, 0.005], [-1.110, 0.361, -0.437], [3.283, -0.407, 0.011], [-0.075, -0.433, 2.093], [0.706, 1.776, -1.601], [1.323, 0.926, 2.346], [-0.627, -1.276, -1.603], [-1.266, 0.756, -1.372], [-2.621, -1.006, -0.856], [-2.135, -1.109, 0.778], [-3.150, 0.280, 0.081]], "forces_ev_per_a": [[-0.0822, -0.2595, -0.8056], [0.1569, 0.8741, 0.2871], [0.3871, 0.4944, 0.9113], [1.0120, -0.0981, 3.4042], [-1.8456, -0.3834, -0.9969], [-0.9371, 0.6148, 1.1262], [0.7355, -2.2284, -0.7927], [1.5232, 2.6543, -2.3314], [1.6845, -3.0735, -0.9792], [1.0324, -1.7000, 0.8206], [-0.1551, -0.3730, -0.6163], [-0.4144, -0.3268, 0.2060], [0.1988, 0.1652, 0.3474], [-1.6043, -1.6474, -1.1520], [1.8317, 0.5826, 1.2890], [-0.8200, 1.4249, -2.3932], [0.1088, 0.4474, 0.4256], [-0.4648, 1.0375, 0.1557], [-2.3476, 1.7950, 1.0944]], "mulliken_charge": [-0.10, -0.71, -0.43, -0.39, -0.13, 0.32, 0.23, -0.28, -1.36, -0.23, 0.34, 0.26, 0.13, 0.31, 0.30, 0.69, 0.34, 0.25, 0.46]}